208
Properties=species:S:1:pos:R:3:forces:R:3:mulliken_charge:R:1 method="wB97M-V/def2-TZVPD" energy_ha=-4192.5154 charge=+4 orbital_gap_ev=6.33 e_homo_ev=-15.01
C 1.1308 5.3589 3.0671 0.652 0.457 0.487 -0.91
C 0.6861 4.4896 4.2031 1.216 -3.578 -2.198 0.41
O 0.9017 3.2759 4.2435 -1.236 4.000 0.934 -0.52
N -0.1072 5.2013 5.2864 1.559 -1.893 -0.272 0.05
H -0.2385 6.1565 4.9857 -0.210 0.522 0.303 0.41
H -0.9697 4.6761 5.2657 -0.769 0.193 0.455 0.32
C 0.6265 5.0252 6.6124 -0.802 0.993 0.795 -0.72
H 1.9880 5.9318 3.4208 0.232 0.244 0.365 0.48
H 0.4327 6.1357 2.7552 -0.311 -0.281 -0.105 0.51
H 1.5701 4.7952 2.2440 -0.594 -0.265 0.067 -0.07
H 0.2333 5.8155 7.2519 0.270 0.101 0.017 0.41
H 1.6998 5.1530 6.4713 -0.211 -0.161 -0.095 0.35
H 0.3426 4.1011 7.1159 0.232 -0.172 -0.630 0.30
C 3.3348 -1.4739 -2.7541 -1.920 0.324 -1.590 -0.61
C 2.1729 -1.8644 -3.8005 1.703 -1.405 -0.044 0.78
O 2.3699 -1.9782 -4.9774 -0.931 0.591 1.842 -0.46
N 0.7452 -2.2190 -3.2160 1.506 2.311 -3.504 1.77
H 0.7186 -3.0692 -2.6714 0.069 -1.957 0.517 -0.16
H 0.5988 -1.4099 -2.6295 -0.320 0.915 1.050 -0.53
C -0.3308 -2.1448 -4.3059 -0.550 -0.210 1.450 -0.92
H 4.2453 -1.4007 -3.3487 -0.022 -0.591 0.148 0.55
H 3.3670 -2.1268 -1.8819 0.010 -0.041 -0.255 -0.06
H 3.1296 -0.4456 -2.4563 -0.283 -0.010 0.359 0.14
H -0.5084 -3.0877 -4.8231 0.402 0.016 0.311 0.39
H -0.2650 -1.3378 -5.0357 0.955 -0.097 0.259 0.23
H -1.1791 -1.8662 -3.6807 -0.493 -0.348 -0.336 0.43
C -1.9270 -3.5376 0.0179 0.954 0.336 0.159 -0.44
C -3.0215 -3.8321 -0.9590 1.835 -0.485 1.678 -0.11
O -3.3979 -3.0485 -1.7383 -1.181 0.759 -1.450 -0.44
N -3.5861 -5.1947 -0.9411 0.079 -1.117 -0.002 0.00
H -3.9062 -5.5000 -0.0331 0.270 0.140 0.817 0.43
H -4.4226 -5.2833 -1.5002 -0.364 0.493 -0.689 0.46
C -2.6077 -6.2533 -1.4843 -0.861 0.240 -0.332 -0.85
H -2.1857 -3.5581 1.0766 -0.760 0.523 -0.017 0.62
H -1.5254 -2.5985 -0.3628 -0.167 0.472 0.717 -0.22
H -1.0006 -4.1069 0.0946 -0.251 -1.020 -1.038 0.40
H -1.6697 -6.2676 -0.9293 -0.207 0.077 -0.148 0.28
H -2.4836 -5.9634 -2.5277 0.435 -0.318 0.132 0.39
H -3.2233 -7.1488 -1.3998 0.635 -0.305 -0.130 0.40
C -3.8147 -0.3157 -4.3784 1.828 0.396 -0.927 -0.96
C -3.0398 0.0523 -5.7831 -1.952 -1.458 1.924 -0.92
C -2.3445 1.4050 -5.8399 0.511 -1.217 -1.566 -0.41
C -1.2074 1.6648 -4.8540 -0.835 0.584 1.553 0.93
P -0.2495 3.2057 -5.0214 0.200 -0.692 -0.056 0.25
C 1.0527 3.1059 -6.3643 -3.571 1.068 2.321 -1.10
C 2.0104 2.0143 -6.0713 0.142 -0.363 -1.280 -0.56
C 3.2597 2.3936 -5.3578 0.945 -0.315 0.313 0.02
C 4.1842 1.2083 -5.4927 1.679 0.882 -1.152 -1.64
C -1.3789 4.4897 -5.4198 -0.239 0.971 0.448 -1.37
C -2.3739 4.9715 -4.2705 2.121 -0.543 -0.093 0.04
C -3.7094 5.1934 -4.8804 -0.827 0.563 -1.404 -0.46
C -4.8071 5.8697 -4.0891 -0.206 -0.686 1.328 -1.39
C 0.5400 3.6589 -3.4840 0.632 0.218 1.252 0.19
C 1.2385 5.0434 -3.3902 -0.467 0.519 0.766 -0.86
C 1.3152 5.5547 -1.8914 1.161 -1.363 0.830 -1.06
C 2.0609 4.5692 -0.8433 -1.388 0.763 -1.023 -0.57
H -4.3265 -1.2749 -4.3004 -0.318 0.099 -0.960 0.47
H -4.4978 0.5069 -4.1667 -0.058 -0.104 0.165 0.40
H -3.1097 -0.4512 -3.5582 0.304 0.610 0.212 -0.11
H -3.9005 0.1053 -6.4498 0.255 0.112 -0.433 0.51
H -2.4374 -0.7702 -6.1685 0.179 -0.036 0.350 0.42
H -3.2021 2.0778 -5.8489 0.673 0.847 0.427 -0.05
H -1.9165 1.3790 -6.8420 -0.157 0.476 -0.344 0.36
H -0.4913 0.8927 -4.5729 -0.094 -0.462 -0.672 -0.47
H -1.7809 1.7381 -3.9300 0.407 0.466 0.684 0.09
H 1.3479 4.1473 -6.2366 0.954 -0.037 -0.625 0.71
H 0.3859 3.0412 -7.2241 0.559 -0.226 -0.517 0.60
H 2.3177 1.7304 -7.0778 0.530 -0.264 -0.080 0.65
H 1.5974 1.0674 -5.7235 -0.499 0.190 0.444 -0.01
H 3.3460 2.6498 -4.3018 -1.310 0.432 0.119 -0.02
H 3.7114 3.2001 -5.9354 0.025 0.313 0.310 0.37
H 4.6452 1.4326 -6.4546 0.162 -0.946 -0.361 0.46
H 3.7399 0.2138 -5.5330 0.085 0.122 0.424 0.37
H 5.0343 1.3661 -4.8290 -0.120 -0.767 0.376 0.40
H -1.8442 4.1303 -6.3376 -0.509 0.323 0.003 0.78
H -0.7230 5.3158 -5.6943 -0.171 0.257 -0.274 0.77
H -1.9244 5.8291 -3.7700 -0.110 0.542 -0.438 0.39
H -2.2974 4.2598 -3.4485 -0.759 -0.557 -0.006 -0.04
H -3.9989 4.2260 -5.2910 -0.532 -0.096 0.140 0.13
H -3.5602 5.8001 -5.7736 0.199 0.065 -0.200 0.37
H -4.6433 6.9193 -3.8452 0.299 -0.038 -0.210 0.34
H -4.8667 5.3306 -3.1437 -0.133 0.122 0.448 0.22
H -5.8205 5.7869 -4.4819 0.272 -0.038 -0.544 0.41
H 1.2555 2.8788 -3.2240 0.033 -0.192 -0.032 0.26
H -0.1693 3.6398 -2.6565 -0.481 -0.305 -0.186 -0.12
H 0.6318 5.8181 -3.8592 -0.023 -0.060 -0.398 0.42
H 2.1805 4.9871 -3.9357 0.220 0.269 0.380 0.43
H 0.3052 5.6738 -1.4992 -0.366 -0.371 -0.243 0.12
H 1.6851 6.5655 -1.7196 0.545 -0.035 -0.893 0.54
H 1.2776 3.8656 -0.5613 0.292 -0.479 0.158 -0.14
H 2.3564 5.0979 0.0630 0.032 0.223 -0.123 0.56
H 2.9323 4.0270 -1.2104 -0.095 0.158 -0.260 0.39
C -7.8086 -2.9612 4.6332 0.307 0.701 -0.547 -1.29
C -7.1605 -1.5773 4.6762 -0.035 0.725 1.394 -0.78
C -6.3912 -1.2092 3.4568 1.667 0.947 -1.748 -0.50
C -5.7599 0.2331 3.3827 -0.387 -0.457 0.566 -1.14
P -4.2218 0.4574 2.4114 -1.158 0.463 -0.570 0.34
C -4.5846 -0.0153 0.6362 -0.065 0.174 0.911 -0.61
C -5.4956 1.0733 0.0924 0.259 0.581 -0.012 -0.86
C -6.7027 0.7460 -0.7631 -0.682 -1.297 -0.146 -0.38
C -7.4286 1.9903 -1.0764 -1.071 1.941 -0.887 -1.44
C -3.8099 2.2371 2.5958 -0.048 -1.378 0.045 -1.59
C -2.7387 2.6296 1.6096 0.534 1.459 -0.416 0.70
C -2.8457 4.1447 1.3379 -1.398 -1.512 0.867 -0.86
C -2.1055 4.6007 0.1582 1.328 0.614 -0.360 -0.96
C -2.9979 -0.6131 3.1373 0.713 -0.227 0.622 -0.75
C -1.6641 -0.1900 3.8716 -1.250 0.596 -1.464 -0.04
C -1.2275 -1.3616 4.6814 -0.502 -0.940 -0.013 -0.15
C -0.0602 -1.0185 5.5162 1.316 -0.131 0.838 -1.45
H -8.2779 -3.1436 5.6000 -0.145 -0.377 -0.369 0.38
H -7.0775 -3.7248 4.3677 0.293 -0.077 0.575 0.32
H -8.4839 -3.0254 3.7800 -0.593 0.161 0.362 0.34
H -6.5649 -1.4455 5.5795 0.979 -0.755 -0.010 0.42
H -7.8046 -0.7547 4.9868 -1.130 -0.112 -0.845 0.46
H -6.9366 -1.3884 2.5302 -0.372 0.046 0.042 0.34
H -5.4902 -1.8105 3.3355 -0.103 -0.842 0.252 0.37
H -5.4187 0.4431 4.3965 0.202 0.232 0.263 0.55
H -6.4694 1.0305 3.1622 -0.075 -0.062 -0.257 0.72
H -5.0722 -0.9870 0.7147 -0.063 -0.131 0.012 0.72
H -3.7488 -0.0887 -0.0595 0.449 -0.322 0.595 0.51
H -4.8042 1.7236 -0.4434 -0.233 0.160 -0.560 0.40
H -5.7851 1.7513 0.8952 -0.653 -0.111 0.163 0.22
H -7.4333 0.0487 -0.3531 0.243 -0.125 0.982 0.38
H -6.5153 0.2112 -1.6942 0.903 0.199 -0.178 0.30
H -6.7399 2.7060 -1.5256 0.003 0.309 0.073 0.27
H -7.9625 2.4802 -0.2621 0.548 -0.070 0.589 0.35
H -8.2559 1.9296 -1.7835 0.214 -0.669 -0.344 0.43
H -3.4836 2.3492 3.6298 0.077 -0.019 0.115 0.77
H -4.7241 2.8248 2.5116 -0.037 -0.071 -0.222 0.82
H -2.8222 2.1824 0.6191 -0.124 -0.477 0.177 -0.35
H -1.7353 2.4237 1.9824 0.056 -0.360 0.028 0.11
H -2.5916 4.6781 2.2539 0.007 0.320 0.009 0.31
H -3.9115 4.2792 1.1534 -0.161 0.468 0.136 0.49
H -1.0379 4.4892 0.3478 0.293 0.228 -0.097 0.00
H -2.3414 5.6570 0.0294 0.214 -0.034 -0.580 0.51
H -2.2802 3.9992 -0.7339 -0.405 0.184 -0.066 0.11
H -2.7396 -1.3074 2.3378 0.245 -0.079 -0.068 -0.16
H -3.5840 -1.2157 3.8311 -0.026 -0.039 0.188 0.87
H -1.6485 0.7388 4.4419 -0.761 0.019 0.235 0.43
H -0.9567 0.0232 3.0703 0.369 -0.187 -0.005 -0.10
H -1.0683 -2.1490 3.9447 0.521 -0.380 0.166 0.04
H -1.9908 -1.7740 5.3412 -0.494 0.331 -0.091 0.41
H -0.3084 -0.2320 6.2289 0.029 0.483 -0.332 0.39
H 0.7753 -0.7454 4.8716 0.226 0.286 0.278 0.17
H 0.2730 -1.7953 6.2044 0.009 -0.436 -0.393 0.45
C 9.8017 -4.1720 0.7516 -0.051 -0.829 -0.317 -1.23
C 8.5525 -5.0439 0.5675 -0.059 0.685 0.135 -0.72
C 7.2128 -4.2612 0.5996 0.511 -0.432 0.310 -0.50
C 6.5693 -4.1905 2.0239 0.012 0.117 -1.434 -1.08
P 4.9682 -3.4167 2.1104 0.852 2.862 -2.878 1.05
C 3.8919 -4.2845 0.9606 -1.339 -0.188 0.570 -1.51
C 2.4106 -3.8474 0.6512 -0.047 -0.089 -0.303 0.64
C 1.4362 -3.5722 1.7832 1.246 0.235 0.401 1.04
C 1.2108 -4.7697 2.6873 -1.544 0.071 0.361 -1.79
C 5.2854 -1.6654 1.5009 0.485 -1.608 -0.048 -1.89
C 4.1716 -0.6298 1.4458 -0.023 -1.529 -0.823 0.62
C 4.6974 0.7615 1.3346 -0.922 1.066 2.210 -0.78
C 3.4582 1.7229 1.3629 0.461 0.333 -1.952 -1.00
C 4.4441 -3.3028 3.7522 -0.081 0.697 2.068 -0.17
C 5.6180 -2.8749 4.7369 0.052 -0.788 0.688 -1.22
C 5.2524 -2.6361 6.2504 0.989 -0.638 -0.358 -0.63
C 3.9151 -2.0801 6.5448 -1.491 -0.035 -0.601 -1.14
H 9.8700 -3.5508 -0.1414 0.174 0.610 0.442 0.34
H 10.6778 -4.8198 0.7184 0.033 -0.062 -0.050 0.39
H 9.8780 -3.6677 1.7149 -0.270 0.415 -0.206 0.30
H 8.5812 -5.8508 1.2998 -0.272 -0.289 -0.311 0.42
H 8.5793 -5.3862 -0.4670 0.282 -0.687 0.244 0.34
H 6.5601 -4.7612 -0.1161 -0.305 0.007 0.237 0.26
H 7.4810 -3.3084 0.1433 -0.446 0.412 0.353 0.25
H 7.1970 -3.6102 2.7002 0.185 -0.566 0.221 0.60
H 6.3223 -5.2095 2.3220 0.705 -0.203 0.535 0.65
H 3.8761 -5.2506 1.4649 -0.323 -0.485 -0.051 0.56
H 4.4352 -4.4937 0.0391 0.072 0.359 -0.007 0.49
H 1.9407 -4.6726 0.1162 0.361 -0.159 -0.377 0.91
H 2.3141 -2.9983 -0.0254 0.607 0.087 -0.109 -0.97
H 0.5178 -3.1605 1.3646 -0.225 -0.567 -0.287 -0.64
H 1.7400 -2.6858 2.3401 0.442 0.011 0.492 -0.13
H 0.8155 -5.6388 2.1616 0.165 -0.011 -0.401 0.38
H 0.3778 -4.4688 3.3226 0.012 -0.224 0.532 0.44
H 1.9867 -5.1639 3.3436 0.343 0.484 -0.212 0.27
H 5.7419 -1.8818 0.5350 -0.160 0.228 -0.361 0.84
H 6.1518 -1.3508 2.0826 -0.073 0.289 0.371 0.77
H 3.4880 -0.8713 2.2597 -0.206 0.755 0.184 0.09
H 3.6158 -0.7233 0.5128 -0.394 -0.725 0.021 -0.24
H 5.4546 0.7563 0.5506 -0.454 0.729 -0.365 0.40
H 5.2135 0.9991 2.2648 0.480 0.010 0.024 0.41
H 2.7062 1.4011 2.0834 0.330 0.176 0.293 0.31
H 2.9312 1.7911 0.4113 -0.204 -0.954 -0.431 0.03
H 3.6673 2.7925 1.3792 0.562 0.031 1.088 0.49
H 3.9212 -4.2321 3.9782 0.268 -0.118 0.600 0.73
H 3.6770 -2.5286 3.7717 -0.202 0.038 0.008 0.14
H 6.2216 -2.0349 4.3932 -0.635 0.415 -0.447 0.49
H 6.3728 -3.6612 4.7232 -0.175 -0.286 0.094 0.38
H 5.9478 -1.9473 6.7300 0.482 0.072 -0.573 0.36
H 5.4252 -3.5497 6.8193 -0.221 -0.252 -0.179 0.37
H 3.8429 -1.8046 7.5969 -0.177 0.288 -0.220 0.47
H 3.0947 -2.7583 6.3103 -0.008 -0.506 0.294 0.27
H 3.6852 -1.2757 5.8461 0.177 0.755 0.415 0.21
O 0.2277 -6.7859 -3.0706 -2.273 -2.889 0.965 -0.52
C 0.8008 -5.6445 -2.9993 0.473 4.479 1.635 0.47
O 0.4463 -4.8186 -2.1189 -0.392 1.137 1.358 -0.61
O 1.5815 -5.4495 -3.9300 1.654 1.422 -1.048 -0.79
H 0.6891 -6.7570 -3.9119 0.064 -3.226 -2.531 0.32
O -0.7411 0.9396 -0.2782 -3.372 5.583 1.912 1.03
C 0.0456 0.1764 -0.8856 2.828 -3.119 -4.456 -0.29
O 0.2093 -0.8564 -0.2481 1.534 -3.926 1.675 -0.86
O 0.5026 0.3781 -2.0292 -0.146 0.977 -0.748 -0.97
H -0.6614 0.4229 0.5270 -0.979 0.208 1.346 -0.45